The following is a DFT calculation (ωB97M-V/def2-TZVPD) of the ion C11H21N2O2 with charge +1.

Calculated values
LUMO	-2.9	eV
orbital gap	10.342	eV
E_tot	-18813.4485	eV
total charge	+1
highest occupied orbital energy	-13.3	eV

```
36
Properties=species:S:1:pos:R:3:forces:R:3
H -3.8413 -1.0208 -2.2530 0.13 0.69 -0.86
C 0.5252 0.8794 3.1272 0.12 0.49 1.25
H 1.5792 -1.0058 -0.6434 -0.56 1.12 -0.41
C -1.8405 -0.2042 -2.0401 -0.79 2.84 -0.09
O -1.5920 -2.2878 -0.9743 -1.62 -2.88 -0.68
C -1.6767 -0.9358 -0.7376 -2.16 -0.43 -0.51
H 1.2015 3.4690 2.1111 -0.24 -0.32 0.24
H 3.1126 0.0270 0.8296 1.05 1.35 -1.50
H -3.0893 -0.0897 -3.7307 -0.81 0.14 -0.25
C 1.6430 3.0567 1.2126 0.12 -0.57 1.24
H 0.6918 -2.3449 -0.0085 -0.27 2.64 0.61
C 0.7955 0.6965 1.5842 -2.69 0.15 1.88
H -2.3375 0.7301 -1.6731 1.13 0.14 -0.49
H -2.5602 -1.7450 -3.2745 -0.79 0.91 -0.16
H -0.3750 1.6341 3.3714 2.30 -1.64 -0.76
H 2.2475 3.8520 0.7512 -0.40 -0.98 -0.68
N 1.3378 -0.7231 1.4086 -2.26 -0.41 0.09
C 2.7766 -0.7579 1.4010 1.58 -4.01 1.80
H -2.5786 -0.7447 -0.0751 1.01 0.17 -0.56
H 3.2314 -1.8028 1.1430 -1.18 1.90 -0.17
C 0.7604 -1.1437 0.0701 0.55 -4.40 0.13
H 1.9256 1.5299 0.0080 1.68 -1.27 -3.60
H -0.0816 0.9500 -2.5403 0.72 1.15 -0.24
H 3.1445 -0.6390 2.4084 -0.05 0.44 0.43
C -0.6106 0.5884 0.7653 0.86 1.48 1.61
H -0.7394 -0.1033 -3.8689 0.16 0.21 -1.76
N -0.5159 -0.5229 0.0041 0.40 0.49 0.29
H 0.8648 -1.2950 2.2013 1.22 1.01 -1.67
H 0.2030 -0.1506 3.5097 0.18 1.47 -0.20
C 1.5586 1.7431 0.9096 -0.27 3.20 2.22
H 1.5281 1.1636 3.7518 -2.51 -0.47 -1.69
C -0.4975 0.0397 -2.8663 -1.03 -3.42 4.00
H -2.4817 -2.6491 -1.3843 2.75 1.30 1.28
H 0.1529 -0.8521 -2.4776 -0.68 1.60 -1.27
C -2.9721 -0.7564 -2.8984 1.60 -2.75 0.80
O -1.4900 1.4150 0.8780 0.77 -1.33 -0.30
```
Forces are in eV/Å.

These are the Mulliken partial charges, in e, on atoms 1 to 5: atom 1 (H): 0.32, atom 2 (C): -1.24, atom 3 (H): 0.42, atom 4 (C): 0.97, atom 5 (O): -0.58